Record 1
Computed, not measured: a structure of composition C41H73BrClF3INO9PS4 in a non-equilibrium geometry, with the ωB97M-V functional and the def2-TZVPD basis.

Properties
Total charge: +1
Maximum force in Eh/bohr: 0.163
E_tot in a.u.: -7903.009070
Frontier orbital gap in eV: 8.05
Spin multiplicity: 1

Element x y z (Å)
C -7.0041 0.3647 4.8359
C -5.7639 -0.0661 3.8794
O -6.0102 -0.9203 2.9942
O -4.5246 0.5908 4.0926
C -3.4264 -0.2628 3.5797
C -1.9940 0.3240 3.9805
C -2.1119 1.8638 3.4804
O -2.7726 2.0460 2.1964
C -3.3681 3.3403 2.1324
F -3.5935 3.6553 0.7593
F -4.5978 3.4210 2.8487
F -2.5390 4.3717 2.6438
O -2.0225 0.5126 5.4501
S -1.9724 -0.8805 6.3185
O -1.6297 -0.4931 7.7555
O -3.3009 -1.6206 6.4601
C -0.6116 -2.0366 5.6700
Br -1.1718 -3.7899 6.4793
C 0.7208 -1.6559 6.4557
C 0.9508 -2.3674 7.8942
C 2.1588 -1.4967 8.5838
O 2.9806 -2.2978 9.4710
C -0.5509 -2.0105 4.0304
C -1.6469 -3.0557 3.5526
C -2.1383 -3.1306 2.0496
O -3.2308 -2.6612 1.6201
Cl -1.2509 -4.0416 0.6821
C 0.8438 -2.5949 3.4423
C 1.4893 -3.8684 4.1418
C 1.2415 -5.2842 3.3549
I 3.6970 -3.5950 3.9411
C -0.6981 -0.4747 3.4508
S 0.7279 0.6030 4.1389
C -0.5241 -0.3653 1.8598
C 0.5860 0.5709 1.2142
C 0.2607 2.1478 1.1312
S 1.5209 2.8222 -0.1154
C 1.8474 4.5621 0.5206
S 2.9742 4.7886 1.7654
N 1.1402 5.6959 -0.0974
C -0.3108 5.5134 0.3186
C -1.1783 6.8499 0.0002
O -0.4846 7.7033 -0.9350
C 0.7315 8.1712 -0.3033
C 1.5277 7.0076 0.5020
H -7.0249 -0.3342 5.7368
H -6.9414 1.4753 5.0915
H -7.9474 0.1672 4.1971
H -3.6203 -0.3069 2.4377
H -3.6836 -1.2970 3.9707
H -2.7900 2.4115 4.2501
H -1.1567 2.4691 3.4739
H 1.7105 -1.8051 5.8868
H 0.7080 -0.5240 6.7084
H 1.3782 -3.4286 7.8198
H 0.0727 -2.2579 8.6123
H 2.8484 -1.2072 7.6926
H 1.7865 -0.5205 9.0404
H 3.2643 -3.1086 8.9900
H -1.1929 -4.1175 3.6988
H -2.6237 -3.1011 4.1753
H 1.6678 -1.8247 3.2893
H 0.5884 -2.9559 2.3684
H 1.3614 -3.9960 5.2590
H 0.6452 -5.9748 4.0423
H 2.2391 -5.8248 3.1294
H 0.7476 -5.1237 2.3281
H 0.2035 1.6213 4.9105
H -1.5494 -0.0253 1.4323
H -0.3488 -1.3795 1.3226
H 0.5982 0.2725 0.0839
H 1.6808 0.3468 1.5184
H -0.7529 2.3912 0.6701
H 0.4991 2.7023 2.0995
H -0.3104 5.3048 1.4555
H -0.7986 4.6387 -0.2349
H -2.1999 6.5523 -0.4226
H -1.3612 7.3721 1.0097
H 1.4375 8.5814 -1.1127
H 0.4830 9.0616 0.3981
H 1.1826 7.0942 1.6047
H 2.6428 7.2553 0.3996
C 2.3701 2.5996 -7.1788
C 3.0003 1.2170 -7.0965
C 2.1076 0.1155 -7.6665
C 0.9373 -0.3202 -6.7773
P 1.2650 -1.4111 -5.4065
C 2.2570 -2.7821 -6.0548
C 1.8218 -3.5532 -7.3033
C 0.6521 -4.5329 -7.1753
C 0.7465 -5.5017 -6.0048
C -0.2406 -2.1648 -4.8350
C -1.4061 -1.3663 -4.2601
C -1.2485 -0.8151 -2.8459
C -0.6641 -1.7858 -1.8315
C 2.3305 -0.7747 -4.1274
C 2.0145 0.3489 -3.1366
C 1.3855 1.6317 -3.6856
C 2.3531 2.8061 -3.7118
H 1.4055 2.6431 -6.6689
H 3.0292 3.3425 -6.7248
H 2.2124 2.8904 -8.2220
H 3.2769 1.0006 -6.0653
H 3.9358 1.2372 -7.6652
H 2.7360 -0.7514 -7.8897
H 1.7089 0.4548 -8.6286
H 0.2471 -0.8737 -7.4276
H 0.3589 0.5480 -6.4544
H 2.4491 -3.4766 -5.2313
H 3.2360 -2.3445 -6.2836
H 2.6894 -4.1305 -7.6438
H 1.5923 -2.8510 -8.1109
H 0.5990 -5.1172 -8.1002
H -0.2950 -3.9908 -7.1323
H 1.5981 -6.1769 -6.1275
H -0.1592 -6.1118 -5.9530
H 0.8477 -4.9919 -5.0460
H 0.0055 -2.9980 -4.1715
H -0.6690 -2.6292 -5.7258
H -2.2795 -2.0291 -4.2510
H -1.6589 -0.5447 -4.9392
H -2.2310 -0.4889 -2.4951
H -0.6446 0.0910 -2.8894
H -1.3474 -2.6171 -1.6499
H -0.4969 -1.2708 -0.8811
H 0.2998 -2.1943 -2.1475
H 3.2850 -0.5278 -4.6038
H 2.5667 -1.6481 -3.5048
H 2.9431 0.5966 -2.6113
H 1.3705 -0.0523 -2.3528
H 0.5534 1.9269 -3.0375
H 0.9577 1.4752 -4.6740
H 2.6268 3.1064 -2.6986
H 1.8854 3.6684 -4.1976
H 3.2695 2.5640 -4.2564

Cartesian forces (eV/Å) of the 3 atoms listed first:
0.67 0.06 -1.23
-2.26 -1.19 -1.27
2.03 2.86 2.94

***

Record 2
Computed, not measured: a cluster of 14 separate species, C41H74Cl26N2O7SSi in total in a non-equilibrium geometry, with the ωB97M-V functional and the def2-TZVPD basis.

Properties
Maximum force in Eh/bohr: 0.048
E_tot in a.u.: -14895.378288
Frontier orbital gap in eV: 8.38
Spin multiplicity: 1

Element x y z (Å)
C -0.1974 2.3656 7.9001
C 0.6262 1.3724 7.0449
N 0.6565 1.7458 5.6341
C 1.9197 1.7608 4.9168
C 2.8153 2.8725 5.5324
C 2.2097 4.2486 5.8331
C 2.3961 4.6668 7.2820
O 3.3839 4.4400 7.9238
O 1.3672 5.3497 7.8473
O 2.6164 0.5931 5.3861
S 2.2705 -0.9711 5.0329
O 1.3416 -1.4485 6.0340
O 1.3362 -0.9769 3.6710
C 2.2601 -0.7381 2.5064
C 1.5519 -1.1030 1.2041
C 2.3818 -1.4121 -0.0502
O 3.7586 -1.0647 0.0328
N 3.3573 -1.6665 2.6936
C 3.2998 -2.9176 2.4893
C 4.5099 -3.5887 1.8911
C 2.1860 -3.8749 2.8593
C 2.6851 0.7651 2.5593
C 4.2088 0.9553 2.7886
C 5.0164 1.4965 1.6191
C 6.4216 1.9161 2.1036
O 7.3452 0.8296 2.0131
C 1.7540 1.8078 3.3149
C 0.2072 1.6546 3.0939
C -0.5850 1.5251 1.8003
C -0.9153 2.5327 0.8984
C -1.7296 2.3112 -0.2052
C -2.2810 1.0598 -0.4178
C -2.0221 0.0396 0.4950
C -2.6281 -1.3275 0.2996
C -1.1943 0.2933 1.5699
Si 2.2042 3.5081 2.5052
C 0.9680 4.9000 2.9149
C 3.8985 4.3007 2.8421
C 2.1807 3.4315 0.6149
H 0.4277 2.9013 8.6119
H -0.7935 3.0496 7.2916
H -0.9108 1.8086 8.5086
H 0.1146 0.4154 7.1438
H 1.5924 1.2441 7.5291
H 0.0552 2.5361 5.4774
H 3.0838 2.4904 6.5202
H 3.7988 2.9575 5.0787
H 1.1680 4.3889 5.5533
H 2.7718 5.0016 5.2760
H 0.6201 5.3810 7.2403
H 0.9633 -0.2362 0.9168
H 0.8170 -1.8774 1.4214
H 2.3007 -2.4870 -0.2632
H 1.9366 -0.9203 -0.9178
H 4.0490 -0.8439 -0.8561
H 4.9305 -4.2514 2.6550
H 4.2322 -4.1844 1.0224
H 5.2623 -2.8345 1.6863
H 1.5521 -4.0455 1.9825
H 1.5264 -3.4591 3.6166
H 2.6237 -4.8179 3.1764
H 2.5616 1.0838 1.5214
H 4.6802 0.0063 3.0401
H 4.3519 1.5507 3.6904
H 4.5700 2.3643 1.1355
H 5.2036 0.7370 0.8620
H 6.4018 2.2082 3.1507
H 6.8011 2.7319 1.4800
H 7.3727 0.5223 1.1037
H -0.1932 0.8556 3.7059
H -0.2457 2.5403 3.5519
H -0.5340 3.5343 1.0531
H -1.9476 3.1140 -0.8946
H -2.9125 0.8823 -1.2791
H -3.2828 -1.3087 -0.5672
H -3.1773 -1.5905 1.2022
H -1.8465 -2.0671 0.1101
H -1.0214 -0.5139 2.2753
H 1.5041 5.7853 3.2652
H 0.2424 4.6637 3.6930
H 0.4404 5.2265 2.0186
H 3.7878 5.1436 3.5286
H 4.6692 3.6727 3.2827
H 4.3309 4.7369 1.9396
H 3.1687 3.5886 0.1836
H 1.7992 2.4906 0.2168
H 1.5291 4.2069 0.2158
C 0.2186 4.8187 -2.6491
Cl -0.3882 5.5856 -1.1736
Cl 0.6012 3.1017 -2.4533
H -0.5481 4.9082 -3.4091
H 1.1186 5.3363 -2.9576
C -6.3676 -0.0677 -2.7703
Cl -6.5994 -0.2054 -1.0216
Cl -4.7728 -0.6365 -3.2733
H -7.1213 -0.6678 -3.2675
H -6.4597 0.9739 -3.0544
C -4.9473 -3.8238 -5.9204
Cl -3.6300 -2.8522 -6.6029
Cl -6.3908 -2.8528 -5.6336
H -5.1893 -4.6155 -6.6187
H -4.6161 -4.2367 -4.9747
C -3.6914 -5.1892 -9.7547
Cl -5.2517 -5.7485 -9.1307
Cl -2.5824 -6.5286 -10.0673
H -3.8617 -4.6583 -10.6835
H -3.2402 -4.5317 -9.0197
C -0.4883 -4.1898 -5.6453
Cl 0.6257 -4.9806 -4.5255
Cl -0.8064 -5.1832 -7.0749
H -1.4273 -4.0115 -5.1373
H -0.0496 -3.2538 -5.9701
C -4.6121 3.2243 3.3124
Cl -5.6689 4.0253 2.1398
Cl -3.0114 2.9157 2.6193
H -4.5162 3.8574 4.1871
H -5.0542 2.2716 3.5815
C -6.3752 4.1687 -2.7905
Cl -5.2769 3.3086 -1.7059
Cl -6.7368 3.2236 -4.2445
H -7.3026 4.3598 -2.2638
H -5.9122 5.1007 -3.0908
C -5.6556 -1.6820 3.5884
Cl -4.3215 -0.6340 3.0904
Cl -5.2999 -3.3866 3.2895
H -5.8272 -1.5446 4.6492
H -6.5375 -1.4090 3.0210
C 1.8386 -5.6831 -9.5722
Cl 1.9915 -3.9254 -9.4106
Cl 3.3401 -6.5156 -9.1634
H 1.0590 -6.0190 -8.8998
H 1.5815 -5.9119 -10.5993
C -0.7007 -8.7262 -13.1312
Cl -0.0366 -8.2369 -11.5654
Cl -2.0374 -9.8638 -12.9527
H -1.0634 -7.8416 -13.6406
H 0.0866 -9.2009 -13.7038
C 7.6156 -4.4741 4.6030
Cl 6.0796 -5.3399 4.7747
Cl 7.3831 -2.8040 4.0796
H 8.1128 -4.4695 5.5652
H 8.2186 -4.9897 3.8655
C -0.0194 -1.6976 -12.0009
Cl -1.6254 -2.4159 -11.8125
Cl -0.1143 0.0166 -12.4164
H 0.5166 -1.8005 -11.0655
H 0.5033 -2.2195 -12.7930
C -9.4190 3.4383 1.3635
Cl -9.7654 5.0697 1.9485
Cl -8.0679 3.4139 0.2267
H -9.1603 2.8150 2.2114
H -10.3005 3.0555 0.8638

Cartesian forces (eV/Å) of the 3 atoms listed first:
0.07 -0.44 0.16
-0.88 0.10 0.73
0.06 -0.28 0.06

***

Record 3
Computed, not measured: a cluster of 7 separate species, C41H74F3NO24S in total in a non-equilibrium geometry, with the ωB97M-V functional and the def2-TZVPD basis.

Properties
Maximum force in Eh/bohr: 0.033
E_tot in a.u.: -4164.958896
SMILES: COCCCCCCCCCC[C@@]1(CCCCn2cccc2)OS(=O)(=O)O[C@H]1COC(F)(F)F.COC(=O)OC.COC(=O)OC.COC(=O)OC.COC(=O)OC.COC(=O)OC.COC(=O)OC
Frontier orbital gap in eV: 8.69
Spin multiplicity: 1

Element x y z (Å)
C 5.0757 -2.1673 -2.3629
O 4.1355 -2.7284 -1.4695
C 2.8827 -3.0376 -2.0627
C 1.7806 -2.0969 -1.5665
C 2.1728 -0.6259 -1.5125
C 2.0451 0.2044 -2.8306
C 1.8787 -0.5722 -4.1353
C 1.5196 0.3408 -5.3334
C 2.7191 0.7962 -6.1744
C 3.4813 2.0263 -5.6698
C 2.5828 3.2430 -5.3636
C 2.4442 3.5331 -3.8610
C 2.3521 5.0118 -3.4622
C 1.4840 5.9083 -4.3403
C 0.1542 5.2593 -4.7217
C -1.0190 6.2283 -4.7028
C -2.2759 5.5368 -5.2253
N -2.7746 4.5590 -4.2621
C -3.3362 3.3834 -4.6630
C -3.7038 2.6579 -3.5298
C -3.3201 3.4343 -2.4200
C -2.7616 4.6162 -2.8938
O 1.5732 4.9464 -2.1748
S 2.4614 5.0724 -0.8823
O 2.1542 6.2697 -0.1815
O 2.4575 3.8266 -0.2042
O 3.8717 5.3139 -1.6253
C 3.6085 5.7180 -2.9719
C 4.8909 5.7293 -3.7744
O 5.0755 4.5723 -4.6142
C 6.2693 3.9806 -4.4801
F 7.2731 4.8387 -4.6048
F 6.3946 3.0688 -5.4114
F 6.4017 3.3926 -3.3013
H 4.6108 -1.5122 -3.0992
H 5.6342 -2.9598 -2.8670
H 5.7914 -1.5806 -1.7915
H 2.9398 -2.9790 -3.1498
H 2.6421 -4.0564 -1.7620
H 0.8654 -2.2537 -2.1342
H 1.5420 -2.4082 -0.5473
H 3.1877 -0.5285 -1.1383
H 1.5412 -0.1334 -0.7758
H 2.9584 0.7881 -2.9244
H 1.1773 0.8532 -2.7316
H 2.7848 -1.1133 -4.4072
H 1.0782 -1.3057 -4.0587
H 0.8785 -0.2489 -5.9892
H 0.9066 1.1741 -4.9881
H 2.3916 0.9594 -7.2010
H 3.4196 -0.0400 -6.2071
H 4.1798 2.3175 -6.4516
H 4.0856 1.7460 -4.8080
H 1.6031 3.0552 -5.7942
H 3.0118 4.0993 -5.8787
H 3.2803 3.1059 -3.3125
H 1.5266 3.0752 -3.5118
H 1.2489 6.7584 -3.6982
H 2.0305 6.2816 -5.2052
H -0.0859 4.4525 -4.0300
H 0.2354 4.7843 -5.6982
H -1.2098 6.5594 -3.6859
H -0.8053 7.0779 -5.3513
H -2.0262 4.9856 -6.1274
H -3.0463 6.2741 -5.4516
H -3.4565 3.0649 -5.6830
H -4.1702 1.6912 -3.4896
H -3.4360 3.1237 -1.3964
H -2.3711 5.4431 -2.3320
H 3.3332 6.7793 -2.9337
H 4.9803 6.6160 -4.3930
H 5.7016 5.7632 -3.0491
C 7.9250 -4.5278 4.1398
O 6.6187 -4.8863 3.6884
C 6.3861 -4.6010 2.4049
O 7.1707 -4.0898 1.6482
O 5.1468 -4.9789 2.1131
C 4.7581 -4.7244 0.7552
H 7.9739 -4.8130 5.1867
H 8.6870 -5.0661 3.5792
H 8.0833 -3.4550 4.0466
H 5.3985 -5.2751 0.0682
H 4.7923 -3.6661 0.5327
H 3.7358 -5.0800 0.6578
C -5.9719 5.4090 -3.7819
O -7.0636 6.0803 -4.4198
C -7.9213 5.2684 -5.0324
O -7.8455 4.0691 -5.0897
O -8.8860 6.0143 -5.5749
C -9.8853 5.2644 -6.2674
H -5.3642 6.1831 -3.3203
H -6.3453 4.7482 -3.0027
H -5.3434 4.8555 -4.4729
H -10.3920 4.5808 -5.5890
H -9.4457 4.7099 -7.0943
H -10.5968 5.9890 -6.6524
C -4.1403 0.1760 3.6785
O -3.1114 0.2562 2.6886
C -2.5641 1.4643 2.5668
O -2.8677 2.4412 3.2006
O -1.6248 1.4034 1.6246
C -0.9457 2.6392 1.3889
H -4.4981 -0.8498 3.6741
H -3.7450 0.4159 4.6645
H -4.9646 0.8421 3.4311
H -0.4256 2.9737 2.2842
H -1.6434 3.4044 1.0533
H -0.2167 2.4513 0.6056
C -1.4540 -1.0866 9.6625
O -0.5773 -0.0435 9.2342
C -1.0374 0.6635 8.2035
O -2.0834 0.4792 7.6338
O -0.1424 1.6025 7.9109
C -0.5088 2.4555 6.8228
H -0.9674 -1.5863 10.4946
H -2.4052 -0.6785 9.9994
H -1.6173 -1.8056 8.8632
H -1.4227 2.9997 7.0513
H -0.6361 1.8811 5.9073
H 0.3087 3.1588 6.6959
C -3.0343 -3.3109 6.6081
O -2.5399 -4.3167 7.4950
C -2.9382 -5.5547 7.1992
O -3.6502 -5.8638 6.2801
O -2.4103 -6.3856 8.0950
C -2.7556 -7.7606 7.8987
H -2.6385 -2.3623 6.9609
H -2.6873 -3.4844 5.5912
H -4.1217 -3.2718 6.6348
H -2.4014 -8.1129 6.9325
H -3.8313 -7.9025 7.9747
H -2.2623 -8.3200 8.6874
C -4.1900 -13.7408 7.8556
O -3.1737 -13.6394 6.8553
C -2.6609 -12.4186 6.7176
O -2.9804 -11.4443 7.3483
O -1.7346 -12.4602 5.7621
C -1.0988 -11.2061 5.5038
H -4.5118 -14.7778 7.8570
H -3.7922 -13.4808 8.8345
H -5.0331 -13.0972 7.6125
H -0.5829 -10.8470 6.3925
H -1.8264 -10.4687 5.1697
H -0.3772 -11.3885 4.7134

Cartesian forces (eV/Å) of the 3 atoms listed first:
0.22 -0.16 0.20
-0.08 0.20 -0.21
-0.22 0.27 0.06

***

| no. | lowest unoccupied orbital energy (eV) |
| --- | --- |
| 1 | -2.29 |
| 2 | 0.02 |
| 3 | 0.24 |